C23H29N3O3S | the ωB97M-V functional and the def2-TZVPD basis

Positions of all 59 atoms, in Å:
C  2.539  4.396  2.985
C  2.436  3.025  2.329
C  3.564  2.819  1.308
N  3.665  1.509  0.696
C  2.487  1.112  -0.046
C  2.787  -0.161  -0.833
N  3.174  -1.217  0.082
C  3.300  -2.503  -0.571
C  3.330  -3.678  0.421
C  2.384  -3.496  1.616
N  1.131  -2.889  1.244
C  0.775  -1.681  1.740
O  1.286  -1.177  2.721
C  -0.323  -0.999  1.027
C  -0.884  0.188  1.399
C  -1.855  0.647  0.482
C  -2.628  1.879  0.586
O  -2.539  2.689  1.470
O  -3.520  2.107  -0.426
C  -3.696  1.265  -1.475
C  -4.643  1.613  -2.434
C  -4.857  0.791  -3.519
C  -4.140  -0.398  -3.686
C  -4.401  -1.267  -4.877
C  -3.201  -0.743  -2.736
C  -2.967  0.073  -1.626
C  -2.024  -0.208  -0.594
S  -0.981  -1.577  -0.482
C  4.365  -0.806  0.799
C  4.041  0.446  1.610
H  3.480  4.496  3.521
H  1.724  4.543  3.689
H  2.488  5.183  2.234
H  2.491  2.250  3.095
H  1.468  2.938  1.831
H  4.525  3.017  1.794
H  3.447  3.545  0.496
H  2.218  1.915  -0.737
H  1.631  0.915  0.620
H  1.890  -0.471  -1.377
H  3.586  0.048  -1.567
H  4.198  -2.559  -1.213
H  2.429  -2.616  -1.226
H  3.061  -4.583  -0.130
H  4.339  -3.822  0.808
H  2.824  -2.826  2.357
H  2.202  -4.469  2.088
H  0.696  -3.221  0.397
H  -0.611  0.712  2.296
H  -5.196  2.530  -2.305
H  -5.594  1.068  -4.257
H  -3.762  -2.146  -4.866
H  -5.440  -1.591  -4.886
H  -4.218  -0.712  -5.796
H  -2.629  -1.655  -2.830
H  4.675  -1.603  1.475
H  5.195  -0.589  0.102
H  4.922  0.761  2.171
H  3.233  0.193  2.314

Results
SMILES = CCCN1CCN(CCCNC(=O)c2cc3c(=O)oc4ccc(C)cc4c3s2)CC1
2S+1 = 1
frontier orbital gap = 7.6 eV
ΔE to the lowest compared entry with this formula, charge and spin = 34.1 kJ/mol
molar mass = 427.570 u
net charge = 0



C23H29N3O4 | the ωB97M-V functional and the def2-TZVPD basis

Positions of all 59 atoms, in Å:
C  -6.334  -4.114  1.530
O  -6.109  -3.763  0.089
C  -6.359  -2.305  -0.205
C  -5.324  -1.495  0.225
C  -5.622  -0.224  -0.381
O  -6.749  0.188  -0.709
N  -4.740  0.719  0.149
C  -3.384  0.529  0.430
C  -2.540  1.727  0.878
C  -2.266  2.398  -0.500
O  -1.263  2.037  -1.013
C  0.008  2.091  -0.799
C  0.870  1.484  -1.316
C  2.320  1.519  -1.089
C  2.710  2.185  0.128
C  4.123  2.163  0.487
O  4.682  3.088  1.100
N  4.972  1.268  -0.085
C  6.352  1.015  0.422
C  6.517  -0.146  1.204
C  6.253  -1.526  0.104
C  7.045  -2.454  0.335
C  6.976  -3.674  -0.573
C  5.548  -3.515  -1.272
C  4.760  -2.559  -1.120
N  5.046  -1.564  -0.074
C  1.844  3.031  0.450
C  0.583  2.863  0.370
C  -3.495  2.660  -1.277
C  -4.793  2.169  -0.691
H  -6.335  -5.261  1.412
H  -5.667  -3.678  2.116
H  -7.325  -3.705  1.874
H  -7.338  -2.141  0.412
H  -6.601  -2.235  -1.051
H  -5.101  -1.394  1.242
H  -4.374  -1.912  -0.070
H  -2.827  -0.067  -0.250
H  -3.480  -0.036  1.413
H  -3.201  2.585  1.610
H  -1.743  1.585  1.258
H  -1.994  3.659  -0.168
H  0.499  0.901  -2.275
H  3.050  0.955  -1.870
H  4.502  0.285  -0.521
H  6.554  1.693  1.025
H  6.958  0.911  -0.463
H  7.560  -0.519  1.633
H  5.882  -0.505  2.022
H  8.038  -2.504  0.631
H  7.572  -4.524  -0.858
H  5.293  -4.398  -2.092
H  3.960  -2.643  -1.619
H  2.238  3.607  1.495
H  -0.175  3.228  0.984
H  -3.684  3.492  -1.703
H  -3.224  1.948  -2.166
H  -5.714  2.137  -1.109
H  -4.954  2.741  0.291

Results
SMILES = COCCC(=O)N1CCC(Oc2ccc(C(=O)NCCc3ccccn3)cc2)CC1
2S+1 = 1
frontier orbital gap = 8.1 eV
ΔE to the lowest compared entry with this formula, charge and spin = 2359.9 kJ/mol
molar mass = 411.502 u
net charge = 0



C23H29N3O4S | the ωB97M-V functional and the def2-TZVPD basis

Positions of all 60 atoms, in Å:
C  -3.741  1.509  4.319
O  -4.316  1.063  3.115
C  -3.499  0.692  2.105
C  -2.122  0.686  2.160
C  -1.371  0.289  1.046
N  -0.004  0.309  1.125
C  0.680  -0.029  0.083
S  2.436  0.011  0.185
C  2.729  0.378  1.945
C  2.687  1.874  2.253
O  3.693  2.534  2.403
N  1.432  2.339  2.361
C  1.119  3.708  2.595
C  -0.157  4.259  2.037
C  -0.015  4.045  3.517
N  0.147  -0.414  -1.105
C  0.984  -0.797  -2.228
C  1.374  -2.272  -2.138
C  2.358  -2.729  -3.182
C  2.686  -2.034  -4.261
C  3.672  -2.495  -5.292
C  4.516  -3.663  -4.790
C  3.611  -4.692  -4.125
C  2.965  -4.076  -2.888
C  -1.245  -0.494  -1.287
O  -1.702  -0.860  -2.350
C  -2.024  -0.100  -0.127
C  -3.423  -0.103  -0.181
C  -4.165  0.285  0.910
O  -5.519  0.324  0.967
C  -6.242  -0.067  -0.176
H  -4.578  1.752  4.971
H  -3.131  0.729  4.787
H  -3.132  2.405  4.163
H  -1.592  0.976  3.052
H  1.987  -0.175  2.519
H  3.733  0.002  2.138
H  0.673  1.699  2.123
H  2.011  4.321  2.608
H  -0.161  5.269  1.658
H  -0.798  3.584  1.490
H  0.083  4.906  4.159
H  -0.558  3.228  3.966
H  1.873  -0.164  -2.238
H  0.390  -0.623  -3.127
H  0.464  -2.876  -2.218
H  1.809  -2.463  -1.152
H  2.230  -1.077  -4.465
H  4.316  -1.658  -5.575
H  3.123  -2.795  -6.191
H  5.064  -4.112  -5.620
H  5.243  -3.300  -4.061
H  4.181  -5.580  -3.844
H  2.834  -4.997  -4.829
H  2.193  -4.744  -2.497
H  3.717  -3.957  -2.102
H  -3.879  -0.415  -1.107
H  -6.036  -1.108  -0.444
H  -6.018  0.578  -1.032
H  -7.292  0.037  0.091

Results
SMILES = COc1cc2nc(SCC(=O)NC3CC3)n(CCC3=CCCCC3)c(=O)c2cc1OC
2S+1 = 1
frontier orbital gap = 8.7 eV
ΔE to the lowest compared entry with this formula, charge and spin = 191.2 kJ/mol
molar mass = 443.569 u
net charge = 0



C23H29N3O5 | the ωB97M-V functional and the def2-TZVPD basis

Positions of all 60 atoms, in Å:
C  7.475  2.836  -0.669
C  6.332  2.180  0.101
O  6.168  0.808  -0.183
C  7.197  -0.027  0.303
C  6.698  -1.470  0.477
O  5.940  -1.544  1.658
C  5.904  -1.965  -0.745
N  4.610  -1.335  -0.856
C  3.551  -1.825  -0.167
O  3.613  -2.871  0.467
C  2.298  -1.035  -0.263
C  2.047  -0.104  -1.271
C  0.856  0.586  -1.297
C  -0.121  0.372  -0.320
O  -1.240  1.131  -0.449
C  -2.327  0.973  0.446
C  -3.192  2.228  0.324
C  -4.433  2.095  1.205
N  -5.178  0.900  0.866
C  -6.370  1.021  0.233
O  -6.870  2.100  -0.026
C  -7.088  -0.250  -0.092
C  -7.434  -0.544  -1.407
C  -8.170  -1.688  -1.666
C  -8.541  -2.488  -0.595
N  -8.241  -2.203  0.660
C  -7.541  -1.113  0.906
C  -4.413  -0.317  0.989
C  -3.172  -0.257  0.093
C  0.122  -0.564  0.682
C  1.318  -1.255  0.699
H  8.437  2.445  -0.347
H  7.362  2.653  -1.735
H  7.462  3.908  -0.494
H  5.380  2.637  -0.185
H  6.479  2.321  1.181
H  7.537  0.326  1.285
H  8.050  -0.026  -0.391
H  7.596  -2.107  0.577
H  5.260  -2.227  1.552
H  6.473  -1.770  -1.656
H  5.732  -3.041  -0.645
H  4.638  -0.349  -1.070
H  2.769  0.067  -2.054
H  0.646  1.305  -2.073
H  -1.958  0.891  1.479
H  -2.616  3.105  0.618
H  -3.489  2.349  -0.719
H  -5.098  2.948  1.061
H  -4.141  2.037  2.260
H  -7.128  0.117  -2.204
H  -8.452  -1.951  -2.674
H  -9.111  -3.396  -0.743
H  -7.334  -0.910  1.949
H  -5.027  -1.175  0.713
H  -4.105  -0.432  2.035
H  -2.589  -1.172  0.207
H  -3.477  -0.177  -0.952
H  -0.605  -0.765  1.453
H  1.512  -1.986  1.468

Results
SMILES = CCOC[C@@H](O)CNC(=O)c1ccc(OC2CCN(C(=O)c3cccnc3)CC2)cc1
2S+1 = 1
frontier orbital gap = 9.4 eV
ΔE to the lowest compared entry with this formula, charge and spin = 75.8 kJ/mol
molar mass = 427.501 u
net charge = 0



C23H29N6O6Sn | the ωB97M-V functional and the def2-TZVPD basis

Positions of all 65 atoms, in Å:
Sn  -1.607  0.120  -0.744
C  -4.389  -0.940  1.675
C  -3.527  -2.147  1.707
O  -2.283  -2.002  1.210
C  -3.705  -3.407  2.163
C  -2.484  -4.076  1.941
C  -2.064  -5.468  2.230
N  -1.656  -3.220  1.377
N  -0.384  -3.451  0.985
C  0.348  -2.433  0.588
O  -0.037  -1.227  0.455
C  1.774  -2.756  0.257
C  2.240  -4.064  0.140
C  3.571  -4.303  -0.165
C  4.449  -3.241  -0.344
C  3.992  -1.936  -0.220
C  2.656  -1.695  0.072
H  -4.304  -0.388  2.613
H  -5.427  -1.233  1.542
H  -4.102  -0.277  0.861
H  -4.594  -3.819  2.613
H  -2.840  -5.991  2.782
H  -1.138  -5.467  2.804
H  -1.863  -5.996  1.297
H  1.551  -4.886  0.285
H  3.927  -5.321  -0.264
H  5.491  -3.431  -0.573
H  4.679  -1.107  -0.346
H  2.284  -0.682  0.174
O  -3.154  4.238  3.444
C  -2.346  3.332  3.964
O  -2.053  3.298  5.130
C  -1.798  2.287  3.044
C  -0.923  1.307  3.470
N  -0.651  0.523  2.417
N  -1.295  0.943  1.328
C  -1.994  2.009  1.682
C  -2.776  2.652  0.573
O  -3.393  3.684  0.792
O  -2.686  2.022  -0.546
H  -3.301  4.099  2.472
H  -0.502  1.147  4.451
H  -0.041  -0.277  2.325
C  2.789  2.683  -4.661
C  3.072  2.254  -3.228
N  1.900  2.372  -2.342
C  1.586  3.709  -1.813
C  0.392  4.387  -2.482
C  1.109  1.334  -2.072
C  1.416  -0.010  -2.676
N  0.063  1.422  -1.288
H  3.679  2.536  -5.276
H  2.518  3.739  -4.712
H  1.973  2.101  -5.094
H  3.855  2.876  -2.800
H  3.438  1.232  -3.199
H  2.476  4.316  -1.961
H  1.443  3.636  -0.732
H  0.585  4.550  -3.543
H  0.219  5.358  -2.015
H  -0.528  3.806  -2.395
H  1.521  0.055  -3.759
H  0.618  -0.708  -2.440
H  2.342  -0.413  -2.264
H  -0.117  2.345  -0.910

Results
2S+1 = 1
frontier orbital gap = 8.6 eV
ΔE to the lowest compared entry with this formula, charge and spin = 0.0 kJ/mol
molar mass = 604.232 u
net charge = +1



C23H29NO5 | the ωB97M-V functional and the def2-TZVPD basis

Positions of all 58 atoms, in Å:
C  -0.755  2.869  -1.782
C  -0.294  1.454  -2.074
O  0.645  1.099  -1.061
C  0.957  -0.174  -0.909
O  0.531  -1.067  -1.601
C  1.929  -0.365  0.258
C  3.340  0.128  -0.155
C  3.348  1.473  -0.828
C  3.357  2.622  -0.046
C  3.311  3.881  -0.615
C  3.266  4.004  -1.991
C  3.289  2.869  -2.780
C  3.334  1.598  -2.221
C  3.383  0.401  -3.126
C  2.003  -1.854  0.629
C  0.674  -2.366  1.183
C  0.201  -1.467  2.323
N  0.117  -0.099  1.869
C  -1.004  0.622  1.626
O  -0.958  1.815  1.359
C  -2.319  -0.040  1.685
C  -3.540  0.575  1.801
C  -4.514  -0.436  1.674
C  -3.828  -1.599  1.474
C  -4.296  -2.996  1.241
O  -5.663  -3.081  1.549
C  -6.196  -4.359  1.309
O  -2.501  -1.372  1.482
C  1.398  0.434  1.463
H  -1.539  3.157  -2.476
H  0.083  3.555  -1.874
H  -1.130  2.914  -0.762
H  -1.127  0.743  -2.049
H  0.198  1.378  -3.051
H  3.780  -0.623  -0.813
H  3.949  0.175  0.752
H  3.406  2.528  1.029
H  3.309  4.759  0.013
H  3.221  4.981  -2.451
H  3.270  2.969  -3.856
H  2.567  -0.289  -2.923
H  3.319  0.711  -4.166
H  4.321  -0.141  -2.993
H  2.269  -2.432  -0.257
H  2.788  -1.988  1.377
H  -0.074  -2.365  0.390
H  0.791  -3.389  1.542
H  -0.758  -1.800  2.713
H  0.933  -1.497  3.141
H  -3.698  1.621  1.960
H  -5.578  -0.334  1.720
H  -4.121  -3.275  0.185
H  -3.709  -3.692  1.865
H  -6.101  -4.638  0.252
H  -5.697  -5.121  1.920
H  -7.249  -4.310  1.579
H  1.257  1.482  1.198
H  2.104  0.352  2.298

Results
SMILES = CCOC(=O)[C@]1(Cc2ccccc2C)CCCN(C(=O)c2ccc(COC)o2)C1
2S+1 = 1
frontier orbital gap = 9.3 eV
ΔE to the lowest compared entry with this formula, charge and spin = 56.7 kJ/mol
molar mass = 399.487 u
net charge = 0



C23H29NO5S | the ωB97M-V functional and the def2-TZVPD basis

Positions of all 59 atoms, in Å:
C  -0.865  -5.213  2.396
C  -0.348  -4.404  1.219
O  -0.931  -3.107  1.280
C  -0.621  -2.293  0.214
O  0.775  -2.010  0.242
C  1.184  -1.083  -0.667
C  2.610  -1.312  -1.095
O  2.948  -2.412  -1.491
N  3.455  -0.256  -1.078
C  3.240  1.021  -0.439
C  4.177  1.137  0.773
O  5.522  0.969  0.397
C  5.728  -0.289  -0.210
C  4.844  -0.455  -1.450
C  0.365  -0.201  -1.239
C  -1.096  -0.104  -0.891
C  -1.481  1.326  -0.628
C  -2.452  1.967  -1.319
S  -2.698  3.612  -0.844
C  -1.441  3.468  0.351
C  -1.008  4.465  1.211
C  0.004  4.171  2.100
C  0.568  2.897  2.135
C  0.135  1.905  1.283
C  -0.878  2.177  0.360
C  -1.433  -0.997  0.315
C  -2.939  -1.249  0.451
C  -3.538  -2.173  -0.610
C  -5.070  -2.160  -0.576
O  -5.625  -0.968  -1.078
H  -1.948  -5.286  2.351
H  -0.590  -4.726  3.327
H  -0.437  -6.210  2.373
H  0.744  -4.319  1.253
H  -0.627  -4.879  0.267
H  -0.825  -2.802  -0.752
H  2.205  1.127  -0.125
H  3.483  1.814  -1.156
H  4.103  2.130  1.220
H  3.895  0.377  1.519
H  6.784  -0.329  -0.478
H  5.501  -1.093  0.506
H  4.946  -1.457  -1.866
H  5.116  0.293  -2.202
H  0.736  0.476  -1.991
H  -1.673  -0.440  -1.762
H  -3.060  1.569  -2.109
H  -1.459  5.445  1.179
H  0.359  4.932  2.779
H  1.352  2.683  2.845
H  0.571  0.920  1.335
H  -1.102  -0.503  1.233
H  -3.124  -1.686  1.434
H  -3.428  -0.271  0.416
H  -3.198  -3.193  -0.436
H  -3.224  -1.871  -1.611
H  -5.460  -2.949  -1.224
H  -5.420  -2.348  0.449
H  -5.326  -0.232  -0.533

Results
SMILES = CCO[C@@H]1OC(C(=O)N2CCOCC2)=C[C@H](c2csc3ccccc23)[C@H]1CCCO
2S+1 = 1
frontier orbital gap = 9.1 eV
ΔE to the lowest compared entry with this formula, charge and spin = 92.2 kJ/mol
molar mass = 431.554 u
net charge = 0



C23H30BErN10O2S3SeSi | the ωB97M-V functional and the def2-TZVPD basis

Positions of all 72 atoms, in Å:
Er  0.515  0.797  0.802
N  -3.168  2.237  3.489
C  -2.346  1.565  2.609
S  -0.806  1.251  3.234
N  -2.865  1.293  1.467
N  -1.924  0.672  0.562
C  -2.511  0.312  -0.547
C  -1.893  -0.330  -1.709
C  -2.797  -0.659  -2.732
C  -2.407  -1.387  -3.812
C  -1.110  -1.941  -3.845
C  -0.176  -1.454  -2.968
C  -0.528  -0.654  -1.859
O  0.380  -0.186  -1.081
H  -2.720  2.879  4.137
H  -3.960  2.605  3.058
H  -3.523  0.584  -0.700
H  -3.821  -0.414  -2.720
H  -3.142  -1.625  -4.575
H  -0.895  -2.506  -4.725
H  0.879  -1.653  -3.013
C  -2.464  -5.650  -3.288
N  -1.854  -5.035  -2.127
C  -2.518  -4.054  -1.323
C  -1.706  -3.892  -0.267
N  -0.658  -4.755  -0.312
B  0.332  -4.969  0.863
N  1.616  -4.083  0.559
C  2.670  -4.546  -0.320
C  3.458  -3.526  -0.556
N  2.901  -2.420  0.104
C  3.533  -1.100  -0.110
C  1.772  -2.782  0.732
S  0.879  -1.719  1.824
C  -0.764  -5.505  -1.486
S  0.255  -6.765  -2.175
H  -2.941  -5.018  -3.827
H  -3.128  -6.490  -2.917
H  -1.743  -6.150  -3.793
H  -3.362  -3.488  -1.657
H  -1.876  -3.160  0.548
H  0.599  -6.168  0.754
H  -0.251  -4.601  1.896
H  2.597  -5.583  -0.690
H  4.229  -3.366  -1.294
H  4.592  -1.178  -0.280
H  3.555  -0.480  0.773
H  3.112  -0.508  -0.916
C  -0.055  6.742  0.405
Si  -0.574  4.994  0.805
C  -2.418  4.991  0.594
C  -0.321  4.912  2.703
Se  0.230  3.419  -0.447
H  -0.501  7.476  1.009
H  -0.324  6.983  -0.693
H  1.008  6.796  0.378
H  -2.759  5.882  1.205
H  -2.948  4.103  0.881
H  -2.541  5.138  -0.453
H  -0.785  5.827  3.070
H  0.739  4.982  2.841
H  -0.664  3.912  3.064
N  2.656  3.144  3.150
C  3.144  2.450  2.069
O  2.496  1.438  1.613
C  4.346  2.775  1.530
C  5.192  3.821  1.894
N  5.707  4.721  2.411
C  4.650  2.296  0.214
N  4.778  1.847  -0.863
H  1.745  2.961  3.402
H  3.182  3.992  3.437

Results
2S+1 = 4
frontier orbital gap (alpha / beta) = 7.0 / 7.0 eV
ΔE to the lowest compared entry with this formula, charge and spin = 190.4 kJ/mol
molar mass = 859.880 u
net charge = -2



Number 1: calculated total energy -1682.0522 Eh. Number 2: calculated total energy -1358.2404 Eh. Number 3: calculated total energy -1757.2511 Eh. Number 4: calculated total energy -1434.3319 Eh. Number 5: calculated total energy -1887.9602 Eh. Number 6: calculated total energy -1324.7962 Eh. Number 7: calculated total energy -1722.9649 Eh. Number 8: calculated total energy -6518.2610 Eh.